Record 1
Entry from OMol25: C47H50N5O5P2RhS2Si as an isolated structure (the ωB97M-V functional and the def2-TZVPD basis).

As for the maximum force: 5.4 eV/A. The calculation puts the relative energy (zero: lowest compared OMol25 entry of this formula, charge and spin) at 58.3 kcal/mol. As for the net charge: 0. Its LUMO energy (alpha / beta) is -1.09 / -5.06 eV. The HOMO energy (alpha / beta) comes out at -6.48 / -6.24 eV. The value obtained for the molecular weight is 1022.02 g mol⁻¹. As for the spin multiplicity: 5. The frontier orbital gap (alpha / beta) comes out at 0.19792 / 0.04333 Ha.

Each line ends with the Löwdin spin population.
Geometry (Å):
H  2.269  -2.753  -0.862  0.00
C  -3.066  -0.702  -0.871  0.01
H  4.910  4.530  0.548  0.00
C  -2.855  4.268  -2.535  0.00
C  -0.249  4.624  -1.677  0.01
H  -2.814  6.348  -3.054  0.00
C  2.622  -0.678  -1.273  0.00
S  0.493  3.828  -6.545  0.00
H  4.283  4.480  -1.836  0.00
C  1.696  2.707  -0.559  0.01
C  -0.804  3.347  -1.645  0.02
C  2.568  -0.479  -4.364  0.01
N  0.518  -6.358  3.031  0.00
C  4.007  4.023  0.240  0.00
H  -0.616  1.312  -5.693  0.00
C  -1.602  2.778  3.492  0.02
C  -2.299  2.655  1.189  0.02
C  -2.132  4.043  3.576  0.00
C  1.262  -0.068  3.410  0.00
H  -3.159  5.625  2.561  0.00
C  2.044  2.752  0.783  0.00
C  -2.814  3.928  1.282  0.00
C  4.734  0.167  -0.493  0.00
H  -3.882  4.127  -2.839  0.00
H  -1.062  -5.214  -0.547  0.00
C  -0.132  -7.447  1.038  0.00
O  1.449  -6.127  5.590  0.36
H  4.361  -3.066  0.399  0.00
C  -0.385  1.027  -3.594  0.00
H  0.943  3.495  -4.221  0.00
H  5.429  0.990  -0.420  0.00
C  0.917  -2.220  -4.364  0.00
H  -0.512  6.671  -2.217  0.00
H  3.727  -0.287  -6.147  0.00
C  2.205  3.281  -6.809  0.00
C  0.099  1.610  -4.920  0.00
S  0.916  -7.456  5.411  -0.05
H  3.368  1.277  -1.696  0.00
H  2.247  3.270  -2.547  0.00
C  1.296  -2.575  -5.648  0.00
H  1.432  -4.244  2.797  0.00
H  1.783  -0.881  3.904  0.00
C  -0.488  -3.182  -0.295  0.01
H  5.914  -1.167  0.694  0.00
H  3.067  0.333  -3.856  0.00
C  -0.501  -4.519  0.053  0.00
O  -0.459  -7.655  5.824  0.36
H  2.576  -2.132  -7.305  0.00
C  -1.659  2.032  2.287  0.01
H  -3.285  4.380  0.421  0.00
N  0.642  1.084  -2.525  0.00
H  -1.869  -2.033  2.148  0.00
C  0.174  -4.921  1.206  0.00
H  -0.683  -0.016  -3.765  0.00
C  -2.738  4.636  2.475  0.02
C  -2.139  3.197  -2.029  0.00
H  1.525  0.848  3.932  0.00
H  2.805  3.550  -5.944  0.00
H  2.235  2.210  -6.983  0.00
H  -2.080  4.580  4.511  0.00
P  0.140  1.883  -1.041  0.07
H  0.128  -2.764  -3.861  0.00
N  0.174  -2.257  0.400  0.06
H  1.397  2.274  1.507  0.00
H  -0.404  -7.435  -0.005  0.00
C  0.578  -7.534  3.576  -0.01
H  -2.437  -1.959  3.800  0.00
H  -0.538  0.843  5.790  0.00
H  -1.121  2.346  4.347  0.00
H  -1.020  -2.849  -1.178  0.00
H  -1.289  1.553  -3.290  0.00
N  -1.132  0.806  2.167  0.17
C  2.947  -1.921  -0.726  0.00
P  0.957  -0.592  -2.058  0.07
C  5.010  -1.043  0.117  0.00
C  0.887  -2.655  1.453  0.01
C  -2.264  5.516  -2.639  0.00
O  -2.634  -1.338  0.097  0.06
H  -2.421  2.071  0.286  0.00
H  -0.930  -2.773  3.445  0.00
O  -2.412  0.162  -1.485  0.09
C  1.539  -1.159  -3.722  0.03
H  -2.156  0.243  5.447  0.00
H  1.070  1.182  -5.169  0.00
C  3.660  3.990  -1.102  0.00
H  3.481  3.419  2.222  0.00
C  3.558  0.342  -1.202  0.00
H  0.806  -3.396  -6.149  0.00
C  0.166  -6.281  1.743  0.00
H  1.480  -1.907  1.944  0.00
H  -0.874  -0.871  5.868  0.00
Si  -0.653  -0.262  3.475  0.02
C  -0.969  5.693  -2.185  0.00
H  2.563  3.808  -7.686  0.00
H  -0.787  3.550  -4.600  0.00
H  -2.632  2.242  -1.914  0.00
C  -0.038  -8.644  1.739  0.00
N  0.324  -8.687  3.015  0.00
C  2.295  -1.872  -6.297  0.00
C  2.516  3.326  -1.501  0.00
O  1.838  -8.545  5.627  0.34
Rh  -0.585  -0.146  0.063  2.23
C  3.203  3.401  1.179  0.00
H  0.749  4.800  -1.311  0.00
H  -4.093  -0.921  -1.231  0.00
C  4.130  -2.103  -0.034  0.00
H  -0.242  -9.600  1.276  0.00
H  1.636  0.031  2.392  0.00
C  -1.547  -1.925  3.176  0.00
C  -1.097  0.041  5.318  0.00
C  2.939  -0.831  -5.648  0.00
C  0.899  -3.956  1.905  0.00
C  0.172  3.126  -4.898  0.00



Record 2
Entry from OMol25: a 2-piece molecular cluster, C47H51BN2O2 overall (the ωB97M-V functional and the def2-TZVPD basis).

As for the maximum force: 2.4 eV/A. The calculation puts the relative energy (zero: lowest compared OMol25 entry of this formula, charge and spin) at 0.0 kcal/mol. As for the net charge: 0. Its LUMO energy is -3.31 eV. The HOMO energy comes out at -5.90 eV. The value obtained for the molecular weight is 686.75 g mol⁻¹. As for the spin multiplicity: 1. The frontier orbital gap comes out at 0.09496 Ha.

Each line ends with the Löwdin charge.
Geometry (Å):
H  -2.780  1.620  6.755  0.10
C  0.200  1.361  3.245  -0.20
H  4.069  -2.929  3.648  0.09
C  -1.122  -1.002  1.316  -0.47
H  1.198  0.183  -3.423  0.12
H  5.624  -1.490  -4.799  0.11
H  -1.892  -3.334  3.863  0.09
H  -1.117  0.794  0.148  0.06
C  -0.903  1.763  -3.735  0.02
H  5.958  2.378  -5.152  0.09
C  3.271  0.630  -3.762  0.02
C  -6.392  -1.234  -1.363  -0.07
H  -2.714  0.012  0.252  0.09
C  7.377  -2.596  -2.074  -0.08
N  5.715  0.921  -3.689  -0.15
H  1.654  2.600  4.225  0.07
H  -3.653  -0.337  2.732  0.08
C  1.652  -2.640  6.031  -0.10
C  2.235  -1.830  3.428  -0.06
H  -7.033  -1.142  -0.485  0.11
H  2.284  1.054  3.600  0.08
N  -4.520  0.940  -3.759  -0.10
H  -4.087  3.502  5.730  0.09
H  0.552  2.689  -0.710  0.14
C  -3.366  -1.394  2.714  -0.02
C  7.005  -0.206  -1.940  -0.01
H  7.175  1.067  -5.168  0.10
H  7.112  0.761  -1.442  0.12
H  -4.034  2.074  -1.441  0.12
H  5.121  2.955  -2.123  0.13
H  1.389  -2.957  7.038  0.09
C  -0.950  -1.949  0.141  -0.02
C  6.154  -1.478  -3.840  -0.03
C  -3.139  1.991  -2.064  0.03
H  -0.377  -2.835  0.424  0.08
C  -2.868  3.543  3.933  -0.12
C  -3.248  3.055  5.189  -0.12
H  -6.069  1.004  -5.139  0.11
H  -2.135  -3.662  2.132  0.08
C  -3.286  1.463  -3.365  -0.17
C  -1.411  1.488  5.112  -0.03
C  4.231  2.381  -2.400  0.02
H  -1.922  -2.260  -0.262  0.08
C  -1.568  -3.058  2.853  -0.01
C  -4.872  -1.457  -3.696  -0.02
H  3.403  -0.097  -4.568  0.12
H  -0.818  0.711  5.596  0.11
H  -3.873  -1.903  1.881  0.08
H  1.332  1.095  5.083  0.08
C  -5.804  -0.089  -1.909  -0.01
H  5.532  0.765  -5.803  0.08
H  -1.469  3.396  2.287  0.09
H  -0.037  1.696  -4.398  0.12
C  3.149  -2.623  4.141  -0.10
H  6.459  -3.606  -3.764  0.11
H  -2.305  1.139  -5.261  0.12
C  -1.032  1.940  3.839  -0.22
C  6.297  -0.266  -3.153  -0.25
H  8.177  -1.320  -0.518  0.11
H  7.798  -3.509  -1.654  0.10
C  1.069  -1.376  4.039  -0.10
O  -1.276  -0.825  3.666  0.02
C  0.739  -1.853  5.309  -0.05
C  -2.167  1.461  -4.226  0.02
C  0.548  2.232  -1.706  0.13
H  -0.230  -1.628  5.758  0.11
C  1.437  1.538  4.081  -0.09
H  2.452  -1.558  2.394  0.11
C  -1.767  2.993  3.261  -0.06
C  -1.860  -1.579  2.627  -0.47
C  -2.508  2.019  5.778  -0.08
H  -4.302  -1.509  -4.631  0.12
H  3.593  -3.597  6.021  0.09
O  0.175  -0.681  1.784  0.04
H  -5.944  0.898  -1.460  0.11
C  4.412  1.294  -3.278  -0.20
C  -4.980  1.142  -5.125  -0.04
H  -1.817  2.845  -0.624  0.13
H  -4.531  0.422  -5.821  0.08
C  2.982  2.678  -1.904  0.01
H  -0.499  -3.279  2.766  0.09
C  7.578  -1.370  -1.427  -0.07
H  0.365  1.735  2.231  0.11
C  -0.710  2.128  -2.359  -0.18
H  -3.427  4.360  3.476  0.09
C  -5.057  -0.203  -3.093  -0.23
H  -0.403  -1.429  -0.657  0.08
H  -4.736  2.162  -5.433  0.10
C  -1.803  0.260  0.816  -0.02
C  -6.166  -2.491  -1.936  -0.07
H  -2.057  0.948  1.636  0.08
C  -5.383  -2.602  -3.092  -0.07
C  6.645  -2.652  -3.265  -0.08
C  1.825  1.924  -2.273  -0.18
B  0.013  -0.414  3.182  -0.81
H  2.856  3.521  -1.224  0.13
C  6.112  1.300  -5.038  -0.05
C  2.872  -3.004  5.457  -0.13
H  -3.721  -1.854  3.647  0.09
C  2.028  0.851  -3.192  0.00
H  -6.605  -3.384  -1.495  0.11
H  -5.174  -3.577  -3.540  0.11
C  -1.902  2.387  -1.608  0.00



Record 3
Entry from OMol25: C47H52BrN3O5PTeTi as an isolated structure (the ωB97M-V functional and the def2-TZVPD basis).

As for the maximum force: 0.4 eV/A. The calculation puts the relative energy (zero: lowest compared OMol25 entry of this formula, charge and spin) at 0.0 kcal/mol. As for the net charge: 0. Its LUMO energy (alpha / beta) is -0.65 / -0.52 eV. The HOMO energy (alpha / beta) comes out at -5.75 / -7.13 eV. The value obtained for the molecular weight is 1025.29 g mol⁻¹. As for the spin multiplicity: 2. The frontier orbital gap (alpha / beta) comes out at 0.18737 / 0.24281 Ha.

Each line ends with the Löwdin spin population.
Geometry (Å):
H  -2.705  -2.963  -2.317  0.00
C  -0.408  2.445  3.548  0.09
C  -0.982  1.464  -5.563  0.00
H  5.533  3.442  0.895  0.00
C  -1.747  1.653  -3.173  0.00
C  0.843  -4.435  0.179  0.00
H  -2.839  1.229  2.328  0.00
H  5.110  3.982  -0.736  0.00
C  1.872  -5.315  0.495  0.00
C  1.121  -2.988  0.008  0.00
C  1.888  1.595  -3.282  0.00
H  0.074  3.032  1.078  0.02
H  3.150  -1.301  -4.538  0.00
C  1.583  1.087  -2.008  0.01
H  0.095  -8.190  0.610  0.00
C  0.062  -0.188  4.303  -0.01
H  -0.737  2.521  -5.456  0.00
H  -1.801  1.381  -6.281  0.00
C  -1.363  0.859  -4.239  0.00
H  1.845  3.363  -4.537  0.00
C  -6.894  1.206  0.680  0.00
H  -3.297  -0.357  2.903  0.00
C  -5.478  -0.260  -0.645  0.00
H  6.216  -1.500  0.892  0.00
C  -6.661  0.453  -0.460  0.00
H  4.667  -2.193  0.361  0.00
H  6.079  -3.934  1.459  0.00
H  -0.593  3.474  3.264  0.00
O  3.213  0.985  2.586  0.00
C  -5.912  1.223  1.663  0.00
C  5.533  -3.198  2.051  0.00
C  -1.787  -2.609  -2.790  0.00
H  -6.084  1.787  2.574  0.00
C  -0.629  2.038  4.840  -0.01
H  -4.138  1.069  3.514  0.00
C  5.285  -1.959  1.229  0.00
C  -1.372  -0.518  -4.063  0.00
H  2.696  1.054  -5.205  0.00
C  1.089  3.735  -2.571  0.00
C  -0.725  -6.254  0.183  0.00
N  0.775  1.244  0.219  0.10
C  -1.759  -1.108  -2.863  0.00
H  -1.088  -1.161  -4.890  0.00
H  4.974  1.942  3.115  0.00
H  -0.576  0.425  6.264  0.01
C  -0.458  -4.903  0.029  0.00
H  -8.684  1.673  1.781  0.00
H  6.345  2.733  -0.509  0.00
H  6.121  -2.962  2.937  0.00
O  4.739  0.912  0.543  0.00
P  3.629  0.065  1.363  0.00
C  -4.486  -0.196  0.340  0.00
O  0.717  -0.691  2.094  0.01
H  4.164  1.742  -1.257  0.00
C  -4.714  0.535  1.517  0.00
H  -0.954  -2.976  -2.191  0.00
C  4.322  2.058  -0.223  0.00
H  2.619  -2.011  -2.201  0.00
C  3.335  2.471  4.436  0.00
H  -1.719  -3.038  -3.790  0.00
O  2.324  -2.524  0.313  0.01
C  -5.326  -1.074  -1.901  0.00
H  -7.426  0.407  -1.228  0.00
N  1.879  -0.188  -1.657  0.00
H  -7.982  3.045  0.935  0.00
H  0.359  3.905  -0.568  0.00
C  -8.175  1.973  0.864  0.00
C  -2.527  2.057  -0.849  0.00
C  -2.118  -0.282  -1.786  0.00
H  -1.748  2.732  -3.287  0.00
H  2.875  -4.927  0.617  0.00
C  2.459  0.701  -4.209  0.00
H  -3.611  2.073  -0.722  0.00
H  -4.942  -2.072  -1.675  0.00
H  -6.286  -1.177  -2.406  0.00
H  2.452  1.995  4.864  0.00
C  5.395  3.117  -0.137  0.00
H  -1.249  -4.196  -0.192  0.00
O  4.593  -1.000  2.059  0.00
C  0.288  0.198  2.990  0.08
H  -8.856  1.809  0.030  0.00
C  -2.119  1.110  -1.943  0.00
C  -0.397  0.724  5.241  0.11
H  0.887  4.782  -2.765  0.00
H  -2.198  3.070  -1.083  0.00
Ti  1.293  -0.763  0.369  0.11
H  -1.737  -6.620  0.071  0.00
N  0.254  -2.115  -0.393  0.00
C  -3.696  0.619  2.625  0.00
H  -4.623  -0.612  -2.596  0.00
C  0.064  1.534  2.576  0.03
H  4.585  -3.635  2.366  0.00
H  -0.120  0.952  -5.997  0.00
H  3.006  3.316  3.830  0.00
H  3.373  2.439  0.164  0.00
C  4.110  1.483  3.600  0.00
C  1.620  2.959  -3.558  0.03
Te  -2.617  -1.161  0.085  0.00
C  0.300  1.990  1.260  0.32
Br  -1.261  3.296  6.115  -0.01
H  4.457  0.636  4.193  0.00
H  3.960  2.845  5.248  0.00
H  0.248  -1.219  4.574  0.00
H  2.402  -7.354  0.891  0.00
C  1.004  1.896  -0.985  0.02
C  0.305  -7.135  0.489  0.00
C  2.413  -1.004  -2.540  0.00
C  1.603  -6.666  0.647  0.00
C  0.781  3.224  -1.292  0.04
H  -2.096  1.760  0.110  0.00
C  2.715  -0.594  -3.846  0.00



> Look up the maximum force of the first one.

5.4 eV/A



> Look up the net charge of the first one.

0